Entry 1:
Formula: C4H10N2
Source: OMol25
Level of theory: ωB97M-V with the def2-TZVPD basis set

Atoms and positions in Å:
N -1.62623 -1.26394 -1.37036
N 1.24829 1.15131 3.14347
C 3.28822 0.73265 1.90449
C -2.60962 -0.83497 -3.54254
C -2.72035 -1.21173 -2.21795
C 1.92139 0.83894 1.93746
H -1.81984 -1.73017 -0.55342
H 1.36698 0.50816 1.07818
H 3.89838 0.85494 2.80437
H 3.96329 0.50593 1.03464
H -3.49207 -0.46491 -4.03276
H 1.98799 1.47349 3.81373
H 0.67349 2.11356 3.23141
H -3.70589 -1.13226 -1.72426
H -1.76212 -0.14721 -3.79824
H -0.61190 -1.39380 -1.70820

Results
2S+1	1
SMILES	C=CN.C=CN
gap between HOMO and LUMO	9.0	eV
LUMO	0.865	eV
max |F|	0.074	hartree/bohr
energy relative to the best compared isomer or geometry (same formula, charge and spin)	3.158	eV

Entry 2:
Formula: C4H10N2
Source: OMol25
Level of theory: ωB97M-V with the def2-TZVPD basis set

Atoms and positions in Å:
N 4.32138 1.85778 0.48984
N 2.86064 2.14001 2.20794
C -3.10403 -1.44283 -0.77826
C -3.64596 -1.13239 -1.94925
C 3.26787 1.47148 1.05467
C -1.61288 -1.51467 -0.55213
H 3.43271 2.96962 2.34773
H -3.71311 -1.56741 0.11247
H 4.55888 1.38279 -0.36475
H -4.68803 -1.21147 -2.22487
H 2.54702 0.68824 0.80499
H -1.05074 -1.48878 -1.48038
H -1.29922 -0.67632 0.07531
H -3.02482 -0.71986 -2.74206
H 2.56588 1.72337 3.08026
H -1.41558 -2.47956 -0.08152

Results
2S+1	1
SMILES	[H]/N=C/N.C=CC
gap between HOMO and LUMO	10.3	eV
LUMO	0.861	eV
max |F|	0.036	hartree/bohr
energy relative to the best compared isomer or geometry (same formula, charge and spin)	1.551	eV

Entry 3:
Formula: C4H10N2
Source: OMol25
Level of theory: ωB97M-V with the def2-TZVPD basis set

Atoms and positions in Å:
N -2.51458 -0.59470 -0.02020
N -1.17236 -0.86778 0.11745
C -0.08798 0.08757 0.10379
C 1.27343 -0.62786 -0.12318
C -2.94888 0.59543 -0.09013
C 2.43819 0.31802 -0.03974
H 2.52686 1.06037 -0.85003
H 2.48387 0.93040 0.91233
H -4.05338 0.71941 -0.12117
H 3.35548 -0.26105 0.03133
H 1.20425 -1.30615 -0.95050
H -1.03196 -1.89865 -0.13634
H -2.39342 1.53468 0.03428
H -0.25590 0.90139 -0.65045
H 1.35576 -1.27140 0.76825
H -0.17938 0.68032 1.01430

Results
2S+1	1
SMILES	C=NNCCC
gap between HOMO and LUMO	9.5	eV
LUMO	1.095	eV
max |F|	0.060	hartree/bohr
energy relative to the best compared isomer or geometry (same formula, charge and spin)	2.099	eV

Entry 4:
Formula: C4H10N2
Source: OMol25
Level of theory: ωB97M-V with the def2-TZVPD basis set

Atoms and positions in Å:
N 0.53699 -0.14137 -0.29233
N 2.44764 1.06842 0.88523
C 0.25364 0.66410 -1.45448
C 1.31959 0.51922 0.92327
C -1.73345 -0.53755 0.70121
C -0.40299 -1.04655 0.18402
H 0.47451 0.08697 -2.35778
H -0.78836 0.98879 -1.48586
H 0.83392 0.46264 1.90031
H -1.60289 -0.09917 1.68944
H 0.90375 1.53833 -1.45612
H -2.18405 0.19770 0.03930
H -2.42544 -1.37523 0.78294
H 2.86770 1.12294 -0.04366
H -0.55205 -1.69449 -0.89413
H 0.05149 -1.75476 0.87865

Results
2S+1	1
SMILES	[H]/N=C\N(C)CC
gap between HOMO and LUMO	9.6	eV
LUMO	1.045	eV
max |F|	0.119	hartree/bohr
energy relative to the best compared isomer or geometry (same formula, charge and spin)	1.980	eV

Entry 5:
Formula: C4H10N2
Source: OMol25
Level of theory: ωB97M-V with the def2-TZVPD basis set

Atoms and positions in Å:
N -2.85668 1.17682 -1.25141
N 2.43460 -0.99646 1.93138
C -4.19411 0.52269 -1.20735
C 2.69282 -1.22143 0.71304
C 3.66798 -0.64666 2.71575
C -2.14025 1.18704 -2.28824
H 4.01874 -1.57808 3.25962
H -4.50191 0.62515 -0.17354
H -4.66359 1.18414 -1.98844
H 1.84410 -0.96537 -0.01712
H 3.35224 0.24223 3.24863
H -1.08101 1.44198 -2.42540
H 4.51839 -0.38475 2.05938
H -4.21213 -0.49740 -1.60116
H -2.58466 1.21277 -3.29060
H 3.70546 -1.30266 0.31546

Results
2S+1	2
gap between HOMO and LUMO (alpha / beta)	5.8 / 2.8	eV
LUMO (alpha / beta)	-6.051 / -9.043	eV
total charge	+1
max |F|	0.062	hartree/bohr
energy relative to the best compared isomer or geometry (same formula, charge and spin)	5.166	eV
<S²>	0.76

Entry 6:
Formula: C4H10N2
Source: OMol25
Level of theory: ωB97M-V with the def2-TZVPD basis set

Atoms and positions in Å:
N 1.58916 -1.30410 -1.20591
N -1.17116 1.60044 0.10521
C 0.22890 -0.78400 -1.30144
C -0.42998 0.54212 0.66284
C -0.59123 -0.76198 0.03022
C 0.23182 0.70436 1.85942
H -0.31816 -1.51000 0.76944
H -0.36324 -1.42277 -1.95530
H 0.52584 -0.08232 2.54352
H -2.07197 1.67806 0.57115
H 1.83150 -1.68495 -0.30024
H -1.65274 -0.74149 -0.26343
H 2.25901 -0.58492 -1.44420
H 0.16141 1.66854 2.35725
H -0.74547 2.50940 -0.01431
H 0.38272 0.20946 -1.71344

Results
2S+1	2
gap between HOMO and LUMO (alpha / beta)	9.8 / 4.8	eV
LUMO (alpha / beta)	-4.205 / -8.469	eV
total charge	+1
max |F|	0.031	hartree/bohr
energy relative to the best compared isomer or geometry (same formula, charge and spin)	2.677	eV
<S²>	0.77

Entry 7:
Formula: C4H10N2O
Source: OMol25
Level of theory: ωB97M-V with the def2-TZVPD basis set

Atoms and positions in Å:
O 0.31406 0.08005 2.11653
N -2.00078 -1.13302 0.04591
N 0.79326 0.37207 -0.08412
C 0.52621 -0.29213 -1.34327
C 2.15511 0.71708 0.23801
C -1.57015 0.12387 0.66508
C -0.07263 0.19766 0.96954
H 2.19900 1.19897 1.20771
H -0.20725 0.25799 -1.93352
H -1.76290 0.99974 0.03025
H -2.47037 -0.96886 -0.84105
H 2.82993 -0.14227 0.31370
H 0.15268 -1.30152 -1.16657
H 1.43689 -0.39912 -1.92156
H -2.79818 -1.46377 0.58751
H -2.07309 0.33470 1.60982
H 2.54822 1.41857 -0.49399

Results
2S+1	1
SMILES	CN(C)C(=O)CN
gap between HOMO and LUMO	9.8	eV
LUMO	0.838	eV
max |F|	0.023	hartree/bohr
energy relative to the best compared isomer or geometry (same formula, charge and spin)	1.463	eV

Entry 8:
Formula: C4H10N2O
Source: OMol25
Level of theory: ωB97M-V with the def2-TZVPD basis set

Atoms and positions in Å:
O 0.08322 -0.25523 1.11716
N -2.86083 0.41428 -0.28992
N -0.60318 0.23782 -0.05395
C 1.48486 -1.14459 -0.78988
C 1.56954 -0.02424 0.45952
C 1.74979 1.23136 -0.22444
C -1.85728 -0.46109 0.07414
H 2.76244 1.04436 -0.37146
H -0.64239 1.32596 -0.38046
H -3.95825 0.14397 -0.63000
H 0.24569 -0.99773 -1.15738
H 1.60043 2.39710 0.24379
H 1.10290 1.26544 -1.33850
H 2.51144 -0.94777 -1.34684
H 1.76078 -2.25386 -0.18812
H 2.32027 -0.50275 1.26900
H -1.80247 -1.60622 0.25371

Results
2S+1	1
SMILES	[H]/N=C/NOC(C)C
gap between HOMO and LUMO	9.6	eV
LUMO	0.970	eV
max |F|	0.130	hartree/bohr
energy relative to the best compared isomer or geometry (same formula, charge and spin)	9.618	eV

Q: What is the 2S+1 in the first record?
A: 1

Q: Which of these has the lowest max |F|?
A: number 7